1.
C3H8NO2 | the ωB97M-V functional and the def2-TZVPD basis

Geometry as ORCA input:
```
! wB97M-V def2-TZVPD RIJCOSX def2/J DEFGRID3
* xyz 1 1
N 0.0936 0.8631 -1.0876
C -0.3507 0.4885 0.2614
C 0.8765 0.7267 1.1492
O 1.8848 1.1329 0.6723
C -0.7717 -0.9648 0.2018
O 0.4242 -1.6202 -0.2009
H 0.6943 1.6909 -1.0651
H 0.6371 0.0557 -1.4173
H -0.6852 1.0325 -1.7137
H -1.1335 1.1668 0.5849
H 0.6345 0.4799 2.1975
H -1.6030 -1.1739 -0.4872
H -1.0129 -1.3061 1.2064
H 0.3121 -2.5719 -0.3019
*
```

The calculation puts the energy above the lowest of the compared OMol25 structures with the same formula, charge and spin at 34.1 kcal per mole. As for the strongest force on any atom: 0.0304 hartree/bohr. The HOMO energy is -15.12 eV. The value obtained for the frontier orbital gap is 11.47 eV. The SMILES is [NH3+][C@H](C=O)CO. The value obtained for the LUMO energy is -3.654 eV.

---

2.
C7H11N2O2 | the ωB97M-V functional and the def2-TZVPD basis

Geometry as ORCA input:
```
! wB97M-V def2-TZVPD RIJCOSX def2/J DEFGRID3
* xyz -1 1
C -0.2612 -0.1677 -1.8944
C -0.2558 -0.8582 -3.2465
C -0.9904 1.0951 -1.9804
O -0.3013 2.0667 -2.2788
O -2.2743 1.1062 -1.8673
H -0.7934 -0.7815 -1.0377
H 0.8148 0.0069 -1.6313
H -1.2044 -0.4992 -3.6772
H -0.3067 -2.0176 -3.2099
H 0.5986 -0.3982 -3.8119
C 1.8837 -1.1602 1.8402
C -0.5036 -0.4599 2.3277
C 0.7811 -0.1767 2.1874
C -0.0685 1.8351 2.0152
N -1.1666 0.8234 2.3908
N 1.0577 1.2386 2.0705
H -1.1640 -1.3036 2.5836
H -2.0584 0.9283 1.9447
H 2.8383 -0.5461 1.7843
H 1.7293 -1.6823 0.8494
H -0.3405 2.8750 1.9654
H 1.9856 -1.9245 2.6762
*
```

The calculation puts the energy above the lowest of the compared OMol25 structures with the same formula, charge and spin at 55.0 kcal per mole. As for the strongest force on any atom: 0.1004 hartree/bohr. The HOMO energy is -3.74 eV. The value obtained for the frontier orbital gap is 7.22 eV. The value obtained for the LUMO energy is 3.483 eV.

---

3.
C21H33N3O3 | the ωB97M-V functional and the def2-TZVPD basis

Geometry as ORCA input:
```
! wB97M-V def2-TZVPD RIJCOSX def2/J DEFGRID3
* xyz 0 1
C 2.5823 -4.2979 -0.7020
C 2.7248 -2.9049 -0.1677
C 2.0539 -2.4976 0.9764
C 2.1787 -1.2032 1.4538
C 2.9815 -0.2915 0.7888
C 3.7042 -0.7054 -0.3337
C 3.5603 -1.9978 -0.8084
N 4.5872 0.1961 -0.9171
C 4.5952 1.5177 -0.6349
O 5.3733 2.2982 -1.1342
C 3.5334 1.9724 0.3695
C 2.3511 2.5823 -0.4204
C 1.6904 1.5248 -1.2948
O 2.2629 1.0048 -2.2333
N 0.4332 1.2077 -0.9376
C -0.3293 0.1720 -1.5931
C -0.9861 -0.7642 -0.5719
N -2.0587 -0.1254 0.1829
C -3.3824 -0.5335 -0.2634
C -3.7675 0.0172 -1.6410
C -5.1369 -0.5266 -2.0431
C -3.7868 1.5426 -1.6185
C -1.8968 -0.2597 1.6247
C -0.9070 0.7609 2.2004
C -0.6792 0.4911 3.6857
C -1.4362 2.1784 1.9921
O 3.0959 0.9812 1.2794
H 3.5289 -4.8317 -0.6242
H 1.8286 -4.8511 -0.1481
H 2.2989 -4.2753 -1.7528
H 1.4209 -3.1959 1.5038
H 1.6693 -0.8890 2.3503
H 4.1114 -2.2979 -1.6874
H 5.1614 -0.1188 -1.6880
H 3.9752 2.7607 0.9906
H 1.6390 3.0168 0.2818
H 2.7568 3.3640 -1.0642
H -0.0221 1.6709 -0.1680
H 0.3716 -0.3900 -2.2154
H -1.0850 0.6280 -2.2383
H -0.2039 -1.1106 0.1099
H -1.3647 -1.6431 -1.1116
H -3.4736 -1.6351 -0.2817
H -4.1112 -0.1529 0.4564
H -3.0366 -0.3231 -2.3802
H -5.1234 -1.6134 -2.0902
H -5.4228 -0.1452 -3.0203
H -5.8939 -0.2241 -1.3224
H -4.5635 1.8983 -0.9449
H -3.9849 1.9387 -2.6118
H -2.8318 1.9270 -1.2721
H -2.8652 -0.0848 2.0987
H -1.5741 -1.2775 1.9010
H 0.0508 0.6524 1.6837
H -0.3038 -0.5179 3.8447
H 0.0448 1.1942 4.0907
H -1.6095 0.5976 4.2401
H -2.3022 2.3520 2.6278
H -1.7492 2.3197 0.9600
H -0.6778 2.9172 2.2436
*
```

The calculation puts the energy above the lowest of the compared OMol25 structures with the same formula, charge and spin at 12.4 kcal per mole. As for the strongest force on any atom: 0.0154 hartree/bohr. The HOMO energy is -8.15 eV. The value obtained for the frontier orbital gap is 8.84 eV. The SMILES is Cc1ccc2c(c1)NC(=O)[C@@H](CC(=O)NCCN(CC(C)C)CC(C)C)O2. The value obtained for the LUMO energy is 0.687 eV.

---

4.
C3H6NOS | the ωB97M-V functional and the def2-TZVPD basis

Geometry as ORCA input:
```
! wB97M-V def2-TZVPD RIJCOSX def2/J DEFGRID3
* xyz -1 1
O 1.0591 -1.7305 1.7970
C 1.4382 -0.7797 1.1305
N 0.8666 -0.4048 0.0094
C -0.5697 -0.4054 -0.0877
C -1.1135 0.9444 -0.6534
S 0.2353 1.7830 -1.6501
H 2.3248 -0.2476 1.4193
H 1.2443 0.1570 -0.7365
H -0.7942 -1.2110 -0.7900
H -1.0911 -0.7207 0.8382
H -1.9935 0.9658 -1.3908
H -1.6062 1.6496 0.1142
*
```

The calculation puts the energy above the lowest of the compared OMol25 structures with the same formula, charge and spin at 32.3 kcal per mole. As for the strongest force on any atom: 0.0434 hartree/bohr. The HOMO energy is -2.78 eV. The value obtained for the frontier orbital gap is 6.85 eV. The SMILES is O=CNCC[S-]. The value obtained for the LUMO energy is 4.067 eV.

---

5.
C36H36N4O2Os | the ωB97M-V functional and the def2-TZVPD basis

Geometry as ORCA input:
```
! wB97M-V def2-TZVPD RIJCOSX def2/J DEFGRID3
* xyz 2 1
Os -0.4408 0.3724 0.1157
O -1.1013 -1.2824 0.6901
C -0.5340 -2.2894 1.5726
C 0.1938 -1.6250 2.7374
C 1.3291 -0.7067 2.3880
C 2.3741 -0.5958 3.2860
C 3.4462 0.2298 3.0103
C 3.5010 0.8638 1.7805
C 2.4665 0.7006 0.8885
C 2.5721 1.1991 -0.5213
C 1.6315 2.3512 -0.8374
O 0.2654 1.8645 -0.7225
C 1.7420 2.8294 -2.2732
C 2.6730 2.3227 -3.1684
C 2.7516 2.8335 -4.4628
C 1.8982 3.8445 -4.8646
C 0.9501 4.3452 -3.9748
C 0.8771 3.8403 -2.6902
C 1.8351 3.4763 0.1737
C 1.0701 3.5844 1.3312
C 1.2949 4.6149 2.2386
C 2.2923 5.5454 1.9934
C 3.0686 5.4329 0.8475
C 2.8390 4.4096 -0.0594
N 1.3453 0.0032 1.2326
C -1.7573 -3.0737 2.0387
C -2.1947 -4.1633 1.2889
C -3.3578 -4.8383 1.6259
C -4.1151 -4.4286 2.7158
C -3.7026 -3.3355 3.4612
C -2.5354 -2.6611 3.1208
C 0.4757 -3.1742 0.8395
C 0.9836 -2.8881 -0.4205
C 1.9291 -3.7225 -1.0138
C 2.3745 -4.8520 -0.3504
C 1.8710 -5.1460 0.9111
C 0.9296 -4.3160 1.4976
H 0.6329 -2.4258 3.3300
H -0.4936 -1.1128 3.4083
H 2.3363 -1.1733 4.2007
H 4.2537 0.3386 3.7238
H 4.3548 1.4640 1.4948
H 2.3534 0.3646 -1.1954
H 3.5969 1.5140 -0.6996
H 3.3547 1.5308 -2.8861
H 3.4880 2.4379 -5.1498
H 1.9714 4.2511 -5.8648
H 0.2794 5.1374 -4.2829
H 0.1526 4.2501 -1.9930
H 0.2941 2.8537 1.5428
H 0.6923 4.6935 3.1346
H 2.4639 6.3573 2.6876
H 3.8500 6.1552 0.6491
H 3.4436 4.3457 -0.9573
H -1.6198 -4.4963 0.4333
H -3.6702 -5.6922 1.0381
H -5.0197 -4.9596 2.9823
H -4.2820 -3.0098 4.3157
H -2.2453 -1.8255 3.7467
H 0.6436 -2.0249 -0.9700
H 2.3088 -3.4893 -2.0008
H 3.1017 -5.5066 -0.8131
H 2.2067 -6.0304 1.4370
H 0.5304 -4.5738 2.4733
N -1.5354 0.9779 2.3732
C -2.5181 2.0387 2.0903
C -3.2736 1.5832 0.8491
N -2.3521 1.3679 -0.3072
H -2.0248 0.1016 2.5364
H -0.9409 1.1428 3.1800
H -1.9998 2.9847 1.9212
H -3.2263 2.1968 2.9030
H -4.0277 2.3059 0.5450
H -3.7794 0.6374 1.0413
H -1.9090 2.2536 -0.5619
H -2.9348 1.1311 -1.1068
N -1.5904 -0.7117 -2.5555
C -1.1003 -0.3853 -1.5689
H -2.0017 -1.0072 -3.4228
*
```

The calculation puts the energy above the lowest of the compared OMol25 structures with the same formula, charge and spin at 23.1 kcal per mole. As for the strongest force on any atom: 0.0492 hartree/bohr. The HOMO energy (spin up / spin down) is -13.79 / -13.79 eV. The value obtained for the frontier orbital gap (spin up / spin down) is 6.39 / 6.34 eV. The value obtained for the LUMO energy (spin up / spin down) is -7.399 / -7.453 eV.

---

6.
C16H14I2N4O2RuS6Sb | the ωB97M-V functional and the def2-TZVPD basis

Geometry as ORCA input:
```
! wB97M-V def2-TZVPD RIJCOSX def2/J DEFGRID3
* xyz -1 1
Ru 1.7761 -0.2769 1.8295
S 1.6797 1.5301 6.2828
Sb 1.7268 -0.5044 5.3650
S 2.3284 1.8118 1.6734
S 3.4522 -0.3787 3.4479
S 0.2607 -0.3289 3.3026
N 1.2846 -2.2018 -6.3526
C 1.3414 -2.0847 -4.9710
C 1.2824 -3.2193 -4.1619
C 1.2730 -3.0990 -2.7840
C 1.3353 -1.8404 -2.2074
C 1.4160 -0.7020 -2.9996
C 1.4156 -0.8224 -4.3738
S 1.3498 -1.6974 -0.4709
O 2.7165 -1.2754 -0.0573
O 0.8598 -2.9318 0.0735
N 0.5389 -0.4019 0.0217
C -0.8525 -0.3867 -0.0936
N -1.4284 -1.1501 -1.0253
C -2.7522 -1.0913 -1.0966
C -3.5107 -0.2756 -0.2757
C -2.8012 0.4986 0.6299
N -1.4815 0.4536 0.7312
H 1.5185 -3.0976 -6.7425
H 1.6051 -1.4156 -6.8894
H 1.2389 -4.2014 -4.6183
H 1.2158 -3.9719 -2.1475
H 1.4747 0.2730 -2.5316
H 1.4692 0.0630 -4.9968
H -3.2201 -1.7207 -1.8472
H -4.5891 -0.2484 -0.3328
H -3.3051 1.1859 1.3034
S 0.8883 2.8055 0.6102
C -0.3480 3.2161 1.7967
C -1.5199 3.7657 1.2728
C -2.5723 4.0776 2.1157
C -2.4709 3.8420 3.4839
C -1.3000 3.3095 3.9977
C -0.2344 2.9980 3.1616
H -1.6068 3.9390 0.2060
H -3.4778 4.5065 1.7034
H -3.2997 4.0753 4.1404
H -1.1901 3.1193 5.0584
H 0.6773 2.6021 3.5913
I 3.1024 -2.9294 2.9061
I 2.7333 -5.8190 2.2710
*
```

The calculation puts the energy above the lowest of the compared OMol25 structures with the same formula, charge and spin at 15.8 kcal per mole. As for the strongest force on any atom: 0.0210 hartree/bohr. The HOMO energy (spin up / spin down) is -4.95 / -4.96 eV. The value obtained for the frontier orbital gap (spin up / spin down) is 5.26 / 5.40 eV. The value obtained for the LUMO energy (spin up / spin down) is 0.306 / 0.446 eV.